Formula: C28H41F5N4OP2SiTi
Source: the Open Molecules 2025 dataset
Level of theory: ωB97M-V/def2-TZVPD

Structure (XYZ):
```
83
Properties=species:S:1:pos:R:3:mulliken_charge:R:1
Ti 0.208 0.402 0.425 -1.430
C -0.004 -2.062 3.645 -1.250
P -0.906 -1.253 2.272 1.596
C -2.371 -0.632 3.134 -1.325
C -1.435 -2.665 1.256 0.434
C -2.610 -3.367 1.501 -0.789
C -2.940 -4.469 0.725 -0.841
C -2.091 -4.888 -0.288 -0.810
C -0.918 -4.192 -0.543 -1.028
C -0.588 -3.073 0.216 0.125
P 0.880 -2.070 -0.140 2.032
C 1.319 -2.414 -1.871 -1.514
C 2.278 -2.900 0.698 -1.327
H -0.641 -2.837 4.072 0.492
H 0.224 -1.339 4.429 0.432
H 0.921 -2.540 3.326 0.237
H -2.781 -1.396 3.796 0.568
H -3.123 -0.313 2.420 0.210
H -2.084 0.226 3.743 0.417
H -3.281 -3.058 2.292 0.448
H -3.860 -5.005 0.917 0.469
H -2.344 -5.753 -0.886 0.447
H -0.272 -4.523 -1.347 0.419
H 1.684 -3.437 -1.961 0.661
H 2.121 -1.737 -2.168 0.212
H 0.471 -2.276 -2.539 0.458
H 2.323 -3.935 0.360 0.504
H 2.195 -2.915 1.783 0.264
H 3.213 -2.409 0.420 0.411
N 0.640 2.405 1.274 -0.325
C 0.398 2.686 2.713 -0.952
C 0.940 1.566 3.595 0.407
C 2.229 0.972 3.047 -0.902
N 1.970 0.095 1.858 -0.310
H 1.599 2.646 1.034 0.151
H 0.071 3.034 0.714 0.303
H -0.675 2.809 2.852 0.454
H 0.874 3.633 2.974 0.418
H 0.196 0.777 3.706 -0.580
H 1.122 1.957 4.596 0.666
H 2.747 0.393 3.811 0.569
H 2.914 1.765 2.748 0.210
H 1.883 -0.853 2.206 -0.003
H 2.801 0.087 1.271 -0.224
C -2.642 -1.108 -1.703 -1.144
C -1.489 -0.377 -2.318 0.128
C -1.444 -0.093 -3.668 -1.060
C -0.331 0.563 -4.192 -1.335
C 0.728 0.924 -3.386 -0.868
C 0.652 0.594 -2.032 0.294
N -0.438 -0.040 -1.544 1.722
N 1.537 0.829 -1.000 1.644
Si 3.116 1.579 -1.369 0.005
C 4.182 1.740 0.160 -1.221
C 4.034 0.480 -2.560 -1.266
C 2.815 3.314 -1.976 -1.089
H -2.592 -2.168 -1.961 0.305
H -3.585 -0.724 -2.091 0.556
H -2.640 -1.027 -0.619 -0.274
H -2.271 -0.380 -4.302 0.630
H -0.298 0.795 -5.249 0.506
H 1.578 1.447 -3.794 0.630
H 4.512 0.813 0.635 0.404
H 3.794 2.419 0.922 0.306
H 5.097 2.215 -0.208 0.540
H 4.291 -0.470 -2.084 0.359
H 4.975 0.953 -2.850 0.436
H 3.489 0.257 -3.477 0.373
H 2.428 3.939 -1.167 0.321
H 2.115 3.394 -2.807 0.352
H 3.760 3.759 -2.298 0.485
F -5.191 3.830 -2.418 -0.284
C -4.316 3.157 -1.694 0.686
C -2.960 3.419 -1.811 0.258
F -2.525 4.345 -2.652 -0.292
C -2.059 2.707 -1.044 -0.600
F -0.741 2.983 -1.172 -0.405
C -2.451 1.716 -0.149 0.331
O -1.574 1.011 0.591 0.761
C -3.820 1.472 -0.057 -0.226
F -4.259 0.508 0.760 -0.412
C -4.742 2.177 -0.810 0.318
F -6.031 1.906 -0.693 -0.281
```

Calculated values
Total charge   +2
Orbital gap   7.62 eV
E_tot   -100859.3434 eV
Molecular weight   682.554 g mol⁻¹
Highest occupied orbital energy   -13.92 eV
Energy relative to the best compared isomer or geometry (same formula, charge and spin)   3.86 kJ/mol

---

Formula: C6H10O2
Source: the Open Molecules 2025 dataset
Level of theory: ωB97M-V/def2-TZVPD

Structure (XYZ):
```
18
Properties=species:S:1:pos:R:3:mulliken_charge:R:1
C 0.117 1.280 -2.509 -1.021
C 0.341 0.116 -1.552 0.186
C -0.854 -0.093 -0.449 -0.640
C -0.044 -0.568 0.799 0.521
C -0.129 -0.655 2.373 -0.372
C 1.327 -0.357 0.476 -0.498
H 1.047 1.293 -3.116 0.330
H 0.091 2.143 -1.673 0.261
H -1.018 1.252 -3.014 0.271
H 0.660 -0.918 -1.921 0.360
H -1.644 -0.741 -1.247 0.226
H -1.433 0.726 -0.345 0.368
H 1.125 -1.066 2.652 0.162
H -0.123 0.253 3.220 0.271
H -1.914 -1.081 3.341 0.338
H 2.253 -0.317 1.302 0.143
O -1.412 -1.528 2.469 -0.529
O 1.609 0.258 -0.808 -0.378
```

Calculated values
Orbital gap   9.11 eV
E_tot   -10472.4089 eV
Molecular weight   114.144 g mol⁻¹
Highest occupied orbital energy   -8.42 eV
Energy relative to the best compared isomer or geometry (same formula, charge and spin)   652.34 kJ/mol

---

Formula: C46H42Cl4IrN2O3P2Te
Source: the Open Molecules 2025 dataset
Level of theory: ωB97M-V/def2-TZVPD

Structure (XYZ):
```
101
Properties=species:S:1:pos:R:3:mulliken_charge:R:1
Ir 0.128 -0.205 -0.508 4.367
O 2.383 -1.091 0.479 -0.363
C 2.827 -2.286 -0.162 -1.557
C 2.597 -2.181 -1.643 1.029
C 3.395 -2.943 -2.489 -1.063
C 3.201 -2.875 -3.854 -0.719
C 2.223 -2.020 -4.340 -1.209
C 1.484 -1.296 -3.429 -0.081
N 1.639 -1.374 -2.105 0.382
H 2.219 -1.305 1.406 0.218
H 2.280 -3.151 0.219 0.380
H 3.895 -2.430 0.025 0.641
H 4.167 -3.572 -2.069 0.569
H 3.812 -3.462 -4.527 0.477
H 2.043 -1.908 -5.400 0.580
H 0.736 -0.599 -3.775 0.126
Cl -2.660 -6.442 1.275 -0.156
C -2.337 -4.769 1.223 0.734
C -3.217 -3.862 1.918 0.413
Cl -4.523 -4.503 2.808 -0.153
C -3.006 -2.510 1.870 0.156
Cl -4.015 -1.399 2.705 -0.168
C -1.920 -1.974 1.120 -0.657
O -1.707 -0.725 0.991 -0.480
C -1.006 -2.892 0.474 -0.879
O -0.008 -2.405 -0.142 0.260
C -1.256 -4.292 0.533 -0.011
Cl -0.171 -5.315 -0.317 -0.172
C -1.602 0.796 -3.460 -3.144
N -0.872 2.061 -3.685 2.064
C -0.277 2.745 -2.538 -3.122
P 0.964 1.870 -1.425 1.247
C 1.226 3.359 -0.408 0.669
C 0.125 3.882 0.274 -0.434
C 0.243 5.057 0.997 -0.948
C 1.472 5.703 1.074 -0.880
C 2.572 5.176 0.416 -0.748
C 2.450 4.015 -0.338 -0.810
C 2.449 1.743 -2.452 1.082
C 3.535 1.064 -1.896 -0.642
C 4.705 0.905 -2.618 -0.609
C 4.798 1.402 -3.912 -0.865
C 3.727 2.082 -4.470 -0.597
C 2.559 2.259 -3.739 -0.889
C -0.889 2.619 -4.922 0.840
C -0.536 3.986 -5.141 -0.177
C -0.559 4.509 -6.408 -0.859
C -0.918 3.714 -7.498 -0.549
C -1.270 2.375 -7.308 -0.866
C -1.270 1.830 -6.051 -0.475
P -1.954 0.297 -1.703 0.102
C -2.927 -1.184 -2.093 1.611
C -4.319 -1.159 -2.181 -1.115
C -5.016 -2.325 -2.459 -0.863
C -4.332 -3.516 -2.659 -0.826
C -2.947 -3.545 -2.582 -0.754
C -2.245 -2.384 -2.293 -0.137
C -3.171 1.561 -1.208 1.130
C -3.810 1.439 0.028 -0.747
C -4.751 2.374 0.431 -0.455
C -5.061 3.454 -0.381 -0.889
C -4.443 3.582 -1.616 -0.816
C -3.517 2.635 -2.030 -0.842
H -1.014 -0.032 -3.861 0.705
H -2.536 0.840 -4.020 1.168
H -1.091 3.020 -1.862 0.288
H 0.215 3.652 -2.868 1.226
H -0.832 3.368 0.251 0.445
H -0.619 5.462 1.511 0.452
H 1.569 6.614 1.648 0.418
H 3.531 5.673 0.476 0.475
H 3.312 3.630 -0.866 0.404
H 3.462 0.656 -0.894 0.433
H 5.545 0.388 -2.174 0.509
H 5.708 1.268 -4.481 0.432
H 3.803 2.487 -5.470 0.472
H 1.752 2.823 -4.192 0.307
H -0.311 4.636 -4.310 0.627
H -0.315 5.551 -6.560 0.467
H -0.928 4.136 -8.494 0.443
H -1.536 1.764 -8.159 0.466
H -1.513 0.787 -5.923 0.483
H -4.863 -0.239 -2.015 0.398
H -6.096 -2.304 -2.513 0.488
H -4.880 -4.425 -2.866 0.458
H -2.410 -4.473 -2.727 0.505
H -1.166 -2.431 -2.189 0.201
H -3.582 0.608 0.678 -0.041
H -5.244 2.253 1.387 0.493
H -5.791 4.185 -0.061 0.414
H -4.693 4.409 -2.266 0.470
H -3.093 2.751 -3.021 0.325
C 1.877 2.147 2.914 -0.911
Te 0.413 0.741 2.300 0.490
C -1.292 1.883 2.813 -0.553
H 1.736 2.319 3.978 0.424
H 1.788 3.073 2.354 0.191
H 2.855 1.703 2.746 0.380
H -1.020 2.934 2.776 0.348
H -1.617 1.614 3.814 0.504
H -2.072 1.659 2.094 -0.153
```

Calculated values
Total charge   +2
Orbital gap (spin up / spin down)   6.60 / 4.42 eV
E_tot   -136290.6034 eV
Molecular weight   1194.430 g mol⁻¹
Highest occupied orbital energy (spin up / spin down)   -11.05 / -12.67 eV
<S²>   8.82
Energy relative to the best compared isomer or geometry (same formula, charge and spin)   0.00 kJ/mol
Spin multiplicity   6

---

Repeat the second record exactly.
Formula: C6H10O2
Source: the Open Molecules 2025 dataset
Level of theory: ωB97M-V/def2-TZVPD

Structure (XYZ):
```
18
Properties=species:S:1:pos:R:3:mulliken_charge:R:1
C 0.117 1.280 -2.509 -1.021
C 0.341 0.116 -1.552 0.186
C -0.854 -0.093 -0.449 -0.640
C -0.044 -0.568 0.799 0.521
C -0.129 -0.655 2.373 -0.372
C 1.327 -0.357 0.476 -0.498
H 1.047 1.293 -3.116 0.330
H 0.091 2.143 -1.673 0.261
H -1.018 1.252 -3.014 0.271
H 0.660 -0.918 -1.921 0.360
H -1.644 -0.741 -1.247 0.226
H -1.433 0.726 -0.345 0.368
H 1.125 -1.066 2.652 0.162
H -0.123 0.253 3.220 0.271
H -1.914 -1.081 3.341 0.338
H 2.253 -0.317 1.302 0.143
O -1.412 -1.528 2.469 -0.529
O 1.609 0.258 -0.808 -0.378
```

Calculated values
Orbital gap   9.11 eV
E_tot   -10472.4089 eV
Molecular weight   114.144 g mol⁻¹
Highest occupied orbital energy   -8.42 eV
Energy relative to the best compared isomer or geometry (same formula, charge and spin)   652.34 kJ/mol

---

Among the records above, which one has the lowest energy relative to the best compared isomer or geometry (same formula, charge and spin)?
C46H42Cl4IrN2O3P2Te